Entry 1:
Density functional theory data (the ωB97M-V functional and the def2-TZVPD basis) for a 9-piece molecular cluster, C27H39F3IN9O5 overall at a distorted geometry.

HOMO-LUMO gap in eV: 9.36
SMILES: CCC(=O)OCCN(CCC(F)(F)F)C(=O)OCC(=O)I.CC#N.CC#N.CC#N.CC#N.CC#N.CC#N.CC#N.CC#N
Lowest unoccupied orbital energy in eV: -0.24
Total energy in a.u.: -2518.3091
ΔE to the lowest compared entry with this formula, charge and spin in kcal/mol: 76.27

```
! wB97M-V def2-TZVPD RIJCOSX def2/J DEFGRID3
* xyz 0 1
C 4.850 -2.665 -0.410
C 4.126 -2.253 -1.808
C 2.596 -1.811 -1.575
O 1.998 -1.313 -2.556
O 2.029 -2.019 -0.286
C 1.467 -0.757 0.231
C -0.070 -0.654 -0.253
N -0.918 0.231 0.607
C -2.209 0.614 -0.041
C -2.966 -0.576 -0.803
C -3.029 -0.355 -2.405
F -3.265 -1.545 -3.126
F -1.903 0.322 -2.920
F -4.179 0.481 -2.648
C -0.120 1.455 0.916
O 0.402 1.553 2.048
O 0.038 2.537 -0.003
C 1.416 2.768 -0.343
C 1.805 2.222 -1.822
O 0.902 2.001 -2.653
I 3.920 1.906 -2.329
H 4.952 -1.682 0.183
H 4.260 -3.460 0.171
H 5.884 -3.071 -0.671
H 4.753 -1.441 -2.317
H 4.122 -3.147 -2.531
H 1.476 -0.714 1.374
H 2.132 0.069 -0.191
H -0.075 -0.401 -1.365
H -0.494 -1.722 -0.134
H -2.911 0.963 0.819
H -2.140 1.508 -0.755
H -4.070 -0.522 -0.468
H -2.617 -1.628 -0.521
H 1.542 3.916 -0.417
H 2.170 2.422 0.441
C -2.179 2.486 -5.445
C -1.920 3.843 -6.023
N -1.715 4.912 -6.475
H -3.252 2.293 -5.415
H -1.696 1.722 -6.057
H -1.779 2.433 -4.431
C 1.051 -4.319 2.181
C -0.362 -4.067 1.749
N -1.474 -3.868 1.408
H 1.105 -5.244 2.752
H 1.697 -4.402 1.306
H 1.401 -3.496 2.805
C 1.677 -7.335 5.591
C 1.888 -5.919 5.148
N 2.054 -4.805 4.799
H 0.816 -7.389 6.259
H 1.497 -7.972 4.724
H 2.560 -7.694 6.120
C -1.236 -5.301 8.303
C -0.266 -6.407 8.588
N 0.497 -7.277 8.812
H -0.696 -4.369 8.130
H -1.824 -5.542 7.416
H -1.909 -5.170 9.152
C -3.102 5.070 0.323
C -3.649 3.737 0.735
N -4.077 2.688 1.061
H -3.033 5.124 -0.765
H -3.758 5.867 0.677
H -2.108 5.211 0.750
C 4.261 -5.816 -4.969
C 4.765 -5.673 -3.566
N 5.162 -5.561 -2.461
H 3.776 -6.785 -5.092
H 3.540 -5.026 -5.187
H 5.093 -5.742 -5.671
C -2.790 8.139 3.182
C -2.482 8.644 1.804
N -2.240 9.041 0.721
H -2.007 7.453 3.509
H -2.846 8.976 3.880
H -3.746 7.613 3.179
C -1.681 7.773 -4.499
C -2.904 7.810 -3.633
N -3.865 7.839 -2.951
H -1.681 6.863 -5.100
H -1.669 8.639 -5.162
H -0.785 7.789 -3.876
*
```

---

Entry 2:
Density functional theory data (the ωB97M-V functional and the def2-TZVPD basis) for a 4-piece molecular cluster, C27H39NO8 overall at a distorted geometry.

HOMO-LUMO gap in eV: 8.22
SMILES: CCOC(=O)CCCC1=C(c2ccccn2)C(=O)OC1=O.C1CCOC1.C1CCOC1.C1CCOC1
Lowest unoccupied orbital energy in eV: -1.00
Total energy in a.u.: -1708.8599
ΔE to the lowest compared entry with this formula, charge and spin in kcal/mol: 0.00

```
! wB97M-V def2-TZVPD RIJCOSX def2/J DEFGRID3
* xyz 0 1
C 1.336 -5.798 -1.518
C 2.696 -5.451 -2.081
O 2.661 -5.187 -3.479
C 2.446 -3.893 -3.856
O 1.623 -3.656 -4.710
C 3.302 -2.773 -3.307
C 2.481 -1.598 -2.792
C 1.687 -1.984 -1.552
C 0.617 -1.029 -1.204
C -0.662 -1.141 -1.522
C -1.297 -2.210 -2.300
C -2.103 -3.085 -1.646
C -2.661 -4.117 -2.343
C -2.354 -4.190 -3.671
C -1.560 -3.242 -4.230
N -1.002 -2.223 -3.593
C -1.385 0.027 -0.952
O -2.543 0.311 -1.099
O -0.485 0.775 -0.236
C 0.762 0.213 -0.407
O 1.774 0.696 0.038
H 1.013 -6.795 -1.782
H 0.556 -5.096 -1.789
H 1.421 -5.770 -0.437
H 3.139 -4.654 -1.496
H 3.336 -6.312 -1.948
H 3.937 -3.097 -2.491
H 3.967 -2.441 -4.094
H 3.201 -0.831 -2.534
H 1.857 -1.180 -3.570
H 1.212 -2.945 -1.696
H 2.389 -2.112 -0.734
H -2.293 -2.961 -0.597
H -3.303 -4.850 -1.896
H -2.732 -4.988 -4.279
H -1.353 -3.312 -5.283
C -5.202 3.376 0.021
C -5.082 2.582 -1.275
C -6.269 1.638 -1.171
O -7.277 2.332 -0.427
C -6.713 3.503 0.166
H -4.697 4.340 -0.005
H -4.791 2.797 0.852
H -5.206 3.249 -2.133
H -4.135 2.059 -1.384
H -6.003 0.727 -0.624
H -6.671 1.352 -2.143
H -7.090 4.380 -0.373
H -7.036 3.572 1.206
C 4.091 1.990 3.667
C 3.932 1.690 2.182
C 5.183 0.873 1.896
O 5.497 0.173 3.104
C 4.713 0.701 4.180
H 3.153 2.236 4.165
H 4.783 2.824 3.810
H 3.042 1.086 2.020
H 3.855 2.579 1.558
H 6.031 1.519 1.642
H 5.043 0.153 1.087
H 3.943 -0.035 4.436
H 5.350 0.852 5.052
C -0.918 4.324 2.937
C -0.546 5.172 4.150
C -0.065 4.113 5.133
O 0.500 3.059 4.348
C 0.160 3.250 2.970
H -0.933 4.878 2.001
H -1.903 3.874 3.083
H 0.273 5.848 3.895
H -1.370 5.767 4.541
H -0.897 3.702 5.714
H 0.688 4.489 5.825
H 1.059 3.573 2.434
H -0.172 2.303 2.545
*
```

---

Entry 3:
Density functional theory data (the ωB97M-V functional and the def2-TZVPD basis) for C27H39O2PTa as an isolated structure at a distorted geometry.

HOMO-LUMO gap in eV: 6.57
Lowest unoccupied orbital energy in eV: -4.29
Total energy in a.u.: -1600.8434
ΔE to the lowest compared entry with this formula, charge and spin in kcal/mol: 0.00

```
! wB97M-V def2-TZVPD RIJCOSX def2/J DEFGRID3
* xyz 1 1
Ta -1.700 0.209 -0.471
C -3.497 3.705 0.793
C -2.411 2.814 1.427
C -1.026 3.363 1.072
C -2.582 2.812 2.953
C -2.604 1.434 0.858
H -3.326 4.751 1.051
H -4.488 3.419 1.150
H -3.486 3.611 -0.294
H -0.893 4.357 1.499
H -0.916 3.434 -0.014
H -0.236 2.720 1.468
H -2.550 3.835 3.331
H -1.773 2.251 3.424
H -3.535 2.370 3.249
H -3.641 1.096 1.038
C -2.613 -0.884 3.535
C -1.590 -1.861 2.956
P -0.613 -1.181 1.556
C 0.354 -2.632 0.960
C 0.790 -3.652 2.014
C 0.558 0.016 2.322
C 1.810 -0.542 2.992
H -3.220 -1.391 4.284
H -3.274 -0.499 2.760
H -2.124 -0.039 4.020
H -2.086 -2.759 2.582
H -0.878 -2.166 3.726
H 1.217 -2.238 0.422
H -0.281 -3.126 0.220
H 1.363 -3.192 2.816
H 1.424 -4.404 1.544
H -0.066 -4.167 2.448
H -0.053 0.574 3.037
H 0.852 0.713 1.534
H 1.573 -1.177 3.845
H 2.408 0.294 3.354
H 2.421 -1.101 2.283
C 3.498 -2.866 -4.235
C 3.320 -1.490 -4.303
C 2.307 -0.880 -3.584
C 1.459 -1.646 -2.784
C 1.619 -3.033 -2.755
C 2.643 -3.640 -3.465
C 0.373 -1.054 -1.978
C 0.395 0.074 -1.240
C 1.598 0.891 -0.992
C 1.559 2.273 -1.183
C 2.675 3.056 -0.930
C 3.847 2.471 -0.474
C 3.891 1.101 -0.252
C 2.777 0.319 -0.503
H 4.296 -3.334 -4.795
H 3.977 -0.895 -4.924
H 2.165 0.191 -3.647
H 0.943 -3.635 -2.158
H 2.766 -4.715 -3.426
H -0.533 -1.674 -2.000
H 0.651 2.724 -1.568
H 2.632 4.127 -1.080
H 4.722 3.081 -0.291
H 4.800 0.639 0.112
H 2.832 -0.749 -0.330
C -3.121 -0.460 -4.189
C -2.735 -0.081 -2.798
O -2.092 0.971 -2.559
O -3.008 -0.869 -1.810
H -2.251 -0.932 -4.653
H -3.363 0.430 -4.764
H -3.948 -1.164 -4.184
*
```

---

Entry 4:
Density functional theory data (the ωB97M-V functional and the def2-TZVPD basis) for C27H39O5Zr as an isolated structure at a distorted geometry.

HOMO-LUMO gap (spin up / spin down) in eV: 2.08 / 2.01
Lowest unoccupied orbital energy (spin up / spin down) in eV: 2.17 / 2.18
Total energy in a.u.: -1475.3723
ΔE to the lowest compared entry with this formula, charge and spin in kcal/mol: 21.55

```
! wB97M-V def2-TZVPD RIJCOSX def2/J DEFGRID3
* xyz -1 1
C -2.746 2.883 -5.993
C -1.540 2.350 -5.181
C -4.007 2.132 -5.492
C -3.457 0.954 -4.657
H -4.488 1.766 -6.410
H -4.688 2.816 -4.969
C -1.937 0.900 -4.905
H -1.490 2.952 -4.266
H -0.590 2.468 -5.731
C -1.383 0.226 -3.688
H -1.718 0.290 -5.797
H -3.901 0.017 -5.033
C -3.620 0.973 -3.094
C -2.769 4.411 -5.929
C -2.590 2.609 -7.490
O -3.420 2.017 -8.172
O -2.173 5.041 -5.069
O -3.512 4.979 -6.895
O -1.456 3.052 -8.051
C -1.546 2.893 -9.473
H -0.674 3.384 -9.884
H -2.480 3.356 -9.799
H -1.570 1.829 -9.730
C -3.374 6.408 -6.991
H -3.742 6.904 -6.087
H -3.978 6.675 -7.854
H -2.325 6.681 -7.156
O -2.102 0.782 -2.543
H -0.302 0.354 -3.610
H -1.711 -0.826 -3.790
C -4.340 -0.278 -2.677
C -4.219 2.263 -2.600
H -5.246 2.357 -3.012
H -3.614 3.132 -2.911
H -4.307 2.246 -1.510
H -4.321 -0.365 -1.590
H -3.850 -1.134 -3.145
H -5.383 -0.227 -3.015
Zr -0.965 0.077 -0.696
C -0.111 -2.348 0.025
C -0.622 -2.486 -1.295
C 0.191 -1.692 -2.157
H -1.427 -3.138 -1.624
C 1.138 -0.984 -1.357
C 0.940 -1.387 0.007
H 1.626 -1.184 0.827
H -0.374 -2.972 0.865
H 0.187 -1.729 -3.248
H 1.965 -0.395 -1.763
C -1.036 1.925 0.955
C 0.180 1.199 1.167
C 1.013 1.404 0.027
H 0.484 0.707 2.086
C 0.275 2.156 -0.939
C -0.998 2.486 -0.361
H -1.745 3.147 -0.813
H -1.806 2.136 1.692
H 2.072 1.167 -0.049
H 0.652 2.526 -1.893
C -1.873 -0.248 3.577
C -1.739 -1.220 2.395
C -2.461 -2.535 2.739
C -2.250 -0.648 1.030
H -2.880 0.187 3.611
H -1.138 0.564 3.521
H -1.693 -0.783 4.525
H -0.661 -1.456 2.313
H -3.535 -2.341 2.867
H -2.334 -3.287 1.954
H -2.077 -2.960 3.679
H -2.827 -1.460 0.575
H -2.975 0.136 1.290
*
```

---

ΔE to the lowest compared entry with this formula, charge and spin of number 4 (C27H39O5Zr)?
21.55 kcal/mol

---

The highest total energy belongs to which entry?
C27H39O5Zr